<w>
This record from the OMol25 dataset describes a 3-piece molecular cluster, C2H9NO3 overall. The level of theory is ωB97M-V with the def2-TZVPD basis set.

Values from the calculation:
lowest unoccupied orbital energy = 0.597 eV
total charge = 0
gap between HOMO and LUMO = 0.3884 hartree

Last column: natural (NBO) charge in e.
Element x y z (Å)
N 0.46 -0.24 1.61  -0.85
C -0.48 0.27 0.60  -0.33
C 0.04 -0.02 -0.85  0.40
O -0.46 0.60 -1.80  -0.51
H 0.19 -0.07 2.52  0.37
H 0.54 -1.24 1.44  0.36
H -0.58 1.39 0.74  0.22
H -1.54 -0.13 0.69  0.21
H 0.91 -0.64 -1.04  0.13
O -2.43 -1.46 -2.15  -0.95
H -2.83 -1.28 -3.00  0.48
H -1.48 -1.70 -2.31  0.47
O 2.82 1.33 0.95  -0.94
H 2.90 2.10 1.44  0.45
H 1.94 1.08 1.15  0.47

<x>
This record from the OMol25 dataset describes a 2-piece molecular cluster, C2H9NO3 overall. The level of theory is ωB97M-V with the def2-TZVPD basis set.

Values from the calculation:
lowest unoccupied orbital energy = 0.829 eV
total charge = 0
gap between HOMO and LUMO = 0.3635 hartree

Last column: natural (NBO) charge in e.
Element x y z (Å)
C -1.83 0.99 0.18  -0.63
C -1.90 -0.50 -0.19  -0.21
N -0.63 -1.23 -0.17  -0.83
H -2.83 1.43 0.25  0.21
H -1.35 1.14 1.16  0.20
H -1.25 1.56 -0.56  0.20
H -2.58 -0.99 0.53  0.18
H -2.32 -0.60 -1.19  0.18
H 0.09 -0.68 -0.66  0.35
H -0.33 -1.33 0.80  0.35
O 3.15 -1.06 0.26  -0.43
O 2.19 -0.04 -0.02  -0.06
O 2.93 1.16 -0.31  -0.43
H 3.46 -1.27 -0.64  0.46
H 3.22 1.42 0.57  0.46

<y>
This record from the OMol25 dataset describes a 3-piece molecular cluster, C2H9NO3 overall. The level of theory is ωB97M-V with the def2-TZVPD basis set.

Values from the calculation:
lowest unoccupied orbital energy = 0.516 eV
total charge = 0
gap between HOMO and LUMO = 0.4016 hartree

Last column: natural (NBO) charge in e.
Element x y z (Å)
C 0.73 1.29 0.43  -0.43
N 1.77 0.54 -0.26  -0.60
C 1.95 -0.78 -0.07  0.52
O 1.20 -1.47 0.60  -0.66
H 0.83 1.24 1.50  0.21
H -0.23 0.85 0.15  0.22
H 0.74 2.32 0.10  0.21
H 2.51 0.99 -0.75  0.40
H 2.86 -1.23 -0.48  0.13
O -1.75 -1.37 0.66  -0.96
H -0.96 -1.54 0.14  0.49
H -1.42 -1.08 1.52  0.49
O -3.08 0.28 -1.13  -0.95
H -2.38 0.44 -1.77  0.45
H -2.76 -0.48 -0.65  0.49

Which of them is least stable? Easy: <x>.

<w>
This record from the OMol25 dataset describes a 2-piece molecular cluster, C5H12N overall. The level of theory is ωB97M-V with the def2-TZVPD basis set.

Values from the calculation:
lowest unoccupied orbital energy (alpha / beta) = 1.110 / -0.841 eV
multiplicity = 2
total charge = 0
gap between HOMO and LUMO (alpha / beta) = 0.3590 / 0.3403 hartree
<S²> = 0.78

Last column: Mulliken spin population.
Element x y z (Å)
C -1.22 2.02 3.71  0.00
C -0.05 0.27 -0.18  -0.04
N -0.98 0.66 0.64  0.39
C 1.41 -2.20 -2.15  0.07
C 0.96 -0.74 -2.26  0.01
C -0.24 -0.37 -1.45  0.57
H -0.56 2.21 2.88  0.00
H -1.98 1.30 3.39  0.00
H -0.65 1.53 4.50  0.00
H -1.67 2.92 4.10  0.00
H 0.56 -2.83 -2.44  -0.01
H 0.98 0.38 0.15  -0.01
H 1.62 -2.41 -1.10  -0.01
H 2.28 -2.46 -2.74  0.00
H 1.77 -0.06 -1.98  0.02
H 0.77 -0.53 -3.32  0.01
H -1.87 0.38 0.23  -0.02
H -1.14 -0.08 -1.98  0.02

<x>
This record from the OMol25 dataset describes one molecule with the formula C5H12N. The level of theory is ωB97M-V with the def2-TZVPD basis set.

Values from the calculation:
lowest unoccupied orbital energy (alpha / beta) = 0.748 / 0.671 eV
multiplicity = 2
total charge = 0
gap between HOMO and LUMO (alpha / beta) = 0.1446 / 0.3894 hartree
<S²> = 0.75

Last column: Mulliken spin population.
Element x y z (Å)
C 0.48 -0.93 -0.97  0.86
C 0.22 0.50 -1.39  0.12
C 0.22 1.44 -0.24  0.00
C 0.46 0.32 2.11  0.01
C -0.25 0.93 1.08  0.06
N -0.91 -1.45 -0.33  2.09
H 1.28 -1.02 -0.25  0.20
H 0.62 -1.85 -1.56  -0.74
H 0.99 0.60 -2.15  0.07
H -0.60 0.67 -1.98  -0.24
H -0.45 2.28 -0.43  -0.02
H 1.27 1.72 0.05  -0.01
H 1.58 0.08 2.18  -0.01
H -0.12 0.07 2.97  -0.03
H -1.22 1.26 1.53  0.02
H -1.64 -0.92 -0.80  -0.45
H -1.08 -2.50 -0.46  -0.91
H -0.85 -1.21 0.64  -0.02

<y>
This record from the OMol25 dataset describes one molecule with the formula C5H12N. The level of theory is ωB97M-V with the def2-TZVPD basis set.

Values from the calculation:
lowest unoccupied orbital energy (alpha / beta) = 1.125 / 0.911 eV
multiplicity = 2
total charge = 0
gap between HOMO and LUMO (alpha / beta) = 0.1905 / 0.3717 hartree
<S²> = 0.76

Last column: Mulliken spin population.
Element x y z (Å)
C -0.97 -0.26 1.13  0.53
C 0.37 0.54 1.09  -0.01
C 1.08 0.30 -0.21  -0.04
C 0.64 1.07 -1.24  0.08
C 1.88 -0.93 -0.42  0.00
N -2.12 -0.11 -0.25  1.04
H -1.60 -0.13 2.00  0.00
H -0.69 -1.32 1.04  -0.02
H 0.24 1.62 1.16  -0.02
H 0.94 0.27 2.00  0.07
H 0.22 2.03 -0.96  -0.03
H 0.82 0.75 -2.27  0.00
H 2.58 -1.19 0.37  0.00
H 2.36 -1.04 -1.41  0.00
H 1.23 -1.81 -0.23  0.00
H -2.62 -0.81 -0.89  -0.18
H -1.51 0.42 -0.88  -0.19
H -2.85 0.58 -0.04  -0.21

Which of them is least stable? Easy: <x>.

<w>
This record from the OMol25 dataset describes a 3-piece molecular cluster, C21H47BClN3O5S overall. The level of theory is ωB97M-V with the def2-TZVPD basis set.

Values from the calculation:
lowest unoccupied orbital energy = 0.234 eV
total charge = 0
gap between HOMO and LUMO = 0.2945 hartree

Last column: Löwdin charge in e.
Element x y z (Å)
C 4.61 2.86 0.52  -0.05
O 4.06 2.35 1.74  0.07
B 3.75 1.04 1.83  -0.60
O 3.09 0.63 2.98  0.17
C 3.98 -0.01 0.66  -0.16
C 2.76 -0.08 -0.32  -0.07
C 2.14 -1.46 -0.13  -0.21
C 0.64 -1.61 -0.04  -0.15
C -0.05 -0.48 0.72  -0.19
C -1.49 -0.83 1.14  -0.22
C -2.55 -0.07 0.35  -0.27
S -2.76 1.64 0.82  0.33
O -4.01 2.09 0.29  -0.34
O -1.58 2.38 0.50  -0.34
Cl -2.90 1.59 2.85  0.43
C 2.85 -2.02 1.11  -0.44
O 2.42 -2.85 1.89  0.07
N 4.09 -1.41 1.13  0.11
H 4.53 3.94 0.54  0.09
H 4.08 2.50 -0.36  0.09
H 5.67 2.61 0.46  0.10
H 3.66 0.17 3.59  0.10
H 4.89 0.18 0.08  0.13
H 3.14 0.06 -1.33  0.12
H 2.06 0.74 -0.15  0.11
H 2.52 -2.09 -0.94  0.15
H 0.21 -1.66 -1.05  0.12
H 0.40 -2.55 0.44  0.11
H -0.08 0.41 0.10  0.09
H 0.51 -0.21 1.61  0.13
H -1.62 -0.62 2.20  0.07
H -1.68 -1.89 1.02  0.12
H -3.54 -0.52 0.41  0.11
H -2.28 0.01 -0.70  0.12
H 4.57 -1.54 2.02  0.14
C -6.52 8.75 -0.46  -0.09
C -5.40 7.72 -0.29  -0.28
N -5.83 6.37 -0.57  -0.20
C -4.88 5.36 -0.13  -0.25
C -3.51 5.33 -0.81  -0.08
C -6.44 6.15 -1.87  -0.25
C -5.62 6.51 -3.12  -0.08
H -7.38 8.48 0.14  0.08
H -6.17 9.73 -0.13  0.07
H -6.83 8.85 -1.50  0.06
H -5.06 7.75 0.74  0.12
H -4.55 8.03 -0.91  0.10
H -5.35 4.37 -0.23  0.10
H -4.73 5.49 0.94  0.11
H -3.55 4.92 -1.81  0.06
H -2.84 4.68 -0.23  0.05
H -3.05 6.31 -0.85  0.07
H -7.38 6.72 -1.90  0.10
H -6.75 5.10 -1.93  0.11
H -5.14 7.48 -3.02  0.06
H -6.28 6.56 -3.99  0.07
H -4.86 5.77 -3.33  0.05
C 3.12 -9.24 -0.53  -0.09
C 3.93 -7.95 -0.42  -0.28
N 3.18 -6.78 -0.83  -0.20
C 4.01 -5.60 -1.01  -0.25
C 4.71 -5.02 0.23  -0.08
C 1.92 -6.56 -0.14  -0.24
C 1.93 -6.43 1.39  -0.08
H 2.71 -9.35 -1.54  0.08
H 3.77 -10.09 -0.32  0.07
H 2.30 -9.27 0.18  0.06
H 4.80 -8.03 -1.07  0.12
H 4.32 -7.87 0.61  0.10
H 3.39 -4.82 -1.46  0.10
H 4.77 -5.84 -1.76  0.11
H 4.02 -4.52 0.89  0.03
H 5.45 -4.28 -0.09  0.07
H 5.24 -5.79 0.80  0.07
H 1.25 -7.39 -0.41  0.10
H 1.45 -5.67 -0.57  0.11
H 2.55 -7.20 1.85  0.07
H 0.92 -6.55 1.77  0.07
H 2.29 -5.46 1.71  0.04

<x>
This record from the OMol25 dataset describes a 3-piece molecular cluster, C21H47BClN3O5S overall. The level of theory is ωB97M-V with the def2-TZVPD basis set.

Values from the calculation:
lowest unoccupied orbital energy = -1.101 eV
total charge = 0
gap between HOMO and LUMO = 0.2422 hartree

Last column: Löwdin charge in e.
Element x y z (Å)
C -3.38 -0.49 4.73  -0.11
O -2.83 -1.80 4.35  -0.05
B -1.39 -1.75 4.05  -0.39
O -0.76 -3.04 3.62  0.02
C -0.41 -0.43 4.16  -0.19
C -0.29 0.46 2.75  -0.08
C 1.27 0.31 2.27  -0.19
C 1.64 0.12 0.68  -0.16
C 0.56 -0.78 -0.16  -0.20
C 1.13 -1.31 -1.62  -0.22
C 0.35 -0.55 -2.85  -0.25
S -1.39 -1.25 -3.17  0.49
O -1.83 -0.70 -4.55  -0.42
O -2.42 -0.81 -2.06  -0.43
Cl -1.35 -3.35 -3.26  0.34
C 1.92 -0.87 3.20  -0.24
O 2.89 -1.73 2.89  -0.04
N 1.07 -0.72 4.47  0.03
H -4.57 -0.56 4.66  0.12
H -3.07 0.40 4.04  0.10
H -3.14 -0.30 5.88  0.12
H -0.32 -3.45 4.44  0.12
H -0.69 0.30 5.05  0.15
H -0.57 1.56 3.10  0.13
H -1.10 0.18 1.93  0.13
H 1.82 1.28 2.68  0.15
H 1.68 1.19 0.17  0.12
H 2.72 -0.35 0.52  0.13
H -0.40 -0.15 -0.35  0.10
H 0.21 -1.77 0.42  0.14
H 0.95 -2.46 -1.73  0.09
H 2.30 -1.15 -1.71  0.13
H 0.95 -0.60 -3.88  0.13
H 0.22 0.59 -2.59  0.14
H 1.18 -1.57 5.10  0.13
C -8.35 -0.27 -7.40  -0.10
C -7.36 -0.40 -6.24  -0.27
N -5.98 -0.05 -6.61  -0.19
C -5.00 -0.45 -5.60  -0.25
C -5.08 0.24 -4.24  -0.09
C -5.77 1.27 -7.20  -0.25
C -6.21 2.48 -6.38  -0.09
H -8.03 -0.87 -8.26  0.08
H -9.33 -0.64 -7.08  0.07
H -8.48 0.77 -7.71  0.06
H -7.38 -1.44 -5.91  0.12
H -7.71 0.21 -5.40  0.09
H -3.98 -0.31 -6.00  0.10
H -5.09 -1.53 -5.44  0.11
H -4.70 1.26 -4.27  0.06
H -4.45 -0.30 -3.52  0.04
H -6.09 0.25 -3.83  0.07
H -6.30 1.31 -8.16  0.10
H -4.72 1.39 -7.47  0.12
H -7.20 2.35 -5.92  0.07
H -6.27 3.36 -7.03  0.07
H -5.49 2.72 -5.59  0.05
C 9.07 1.28 4.10  -0.10
C 7.68 1.19 4.73  -0.27
N 6.58 1.42 3.79  -0.19
C 5.29 1.62 4.45  -0.25
C 4.71 0.45 5.24  -0.09
C 6.55 0.56 2.61  -0.25
C 6.49 -0.94 2.83  -0.08
H 9.21 2.24 3.58  0.08
H 9.84 1.20 4.87  0.07
H 9.24 0.47 3.38  0.06
H 7.64 1.96 5.51  0.12
H 7.58 0.23 5.24  0.10
H 4.55 1.95 3.71  0.10
H 5.38 2.48 5.14  0.11
H 4.31 -0.32 4.58  0.03
H 3.87 0.80 5.86  0.07
H 5.44 0.00 5.91  0.07
H 7.44 0.78 2.00  0.10
H 5.71 0.86 1.96  0.11
H 7.18 -1.29 3.60  0.07
H 6.76 -1.46 1.90  0.08
H 5.48 -1.27 3.09  0.04

Which of them is least stable? Easy: <x>.

<w>
This record from the OMol25 dataset describes one molecule with the formula C5H4ClNO. The level of theory is ωB97M-V with the def2-TZVPD basis set.

Values from the calculation:
lowest unoccupied orbital energy = 0.508 eV
total charge = 0
gap between HOMO and LUMO = 0.3898 hartree

Last column: natural (NBO) charge in e.
Element x y z (Å)
C -0.36 1.68 -2.34  -0.17
C -0.17 0.98 -1.38  -0.03
C 0.04 0.15 -0.21  -0.18
Cl 1.81 0.01 0.13  -0.02
C -0.65 0.62 1.04  -0.01
N -1.24 -0.29 1.70  -0.04
O -1.12 -1.49 1.03  -0.35
C -0.63 -1.24 -0.29  -0.09
H -0.52 2.25 -3.19  0.24
H -0.60 1.64 1.44  0.23
H 0.05 -2.03 -0.60  0.23
H -1.50 -1.17 -1.00  0.20

<x>
This record from the OMol25 dataset describes one molecule with the formula C5H4ClNO. The level of theory is ωB97M-V with the def2-TZVPD basis set.

Values from the calculation:
lowest unoccupied orbital energy = 0.463 eV
total charge = 0
gap between HOMO and LUMO = 0.3731 hartree

Last column: natural (NBO) charge in e.
Element x y z (Å)
O 0.20 2.63 1.06  -0.64
C 0.29 1.52 0.32  0.36
C 0.91 1.47 -0.95  -0.35
C 0.83 0.29 -1.65  0.06
N 0.29 -0.85 -1.15  -0.45
C -0.23 -0.78 0.04  0.20
Cl -0.88 -2.28 0.58  0.02
C -0.33 0.37 0.78  -0.35
H 0.80 3.34 0.63  0.49
H 1.40 2.39 -1.29  0.21
H 1.18 0.22 -2.67  0.20
H -0.82 0.43 1.76  0.24

Which of them is least stable? Easy: <w>.

<w>
This record from the OMol25 dataset describes an isolated ion of composition C10H15N2 and charge +1. The level of theory is ωB97M-V with the def2-TZVPD basis set.

Values from the calculation:
lowest unoccupied orbital energy = -5.172 eV
total charge = +1
gap between HOMO and LUMO = 0.2571 hartree

Last column: natural (NBO) charge in e.
Element x y z (Å)
C 2.87 -0.71 -0.40  -0.34
C 2.77 -2.04 -0.25  0.11
C 1.70 0.02 -0.25  0.36
C 0.44 -0.65 -0.34  -0.31
C 0.41 -2.11 -0.30  0.13
C -2.27 -0.55 1.26  -0.61
C -0.73 0.02 -0.37  0.20
C -3.08 0.19 -1.12  -0.62
C 2.90 2.16 0.44  -0.43
C -2.08 -0.46 -0.22  -0.36
N 1.55 -2.70 -0.21  -0.54
N 1.77 1.26 0.24  -0.46
H 3.82 -0.12 -0.47  0.26
H 3.73 -2.69 -0.11  0.25
H -3.34 -0.67 1.68  0.25
H -2.16 0.38 1.73  0.21
H -0.59 1.06 -0.72  0.20
H -3.30 1.27 -1.27  0.23
H -4.01 -0.29 -0.94  0.24
H -2.84 -0.27 -2.10  0.22
H 3.75 2.10 -0.20  0.23
H 2.44 3.10 0.42  0.23
H 3.42 2.05 1.36  0.23
H -2.12 -1.50 -0.52  0.27
H -1.65 -1.44 1.62  0.24
H 1.63 -3.66 0.00  0.42
H 0.93 1.64 0.49  0.40

<x>
This record from the OMol25 dataset describes an isolated ion of composition C10H15N2 and charge +1. The level of theory is ωB97M-V with the def2-TZVPD basis set.

Values from the calculation:
lowest unoccupied orbital energy (alpha / beta) = -4.761 / -5.132 eV
total charge = +1
gap between HOMO and LUMO (alpha / beta) = 0.2675 / 0.2485 hartree

Last column: natural (NBO) charge in e.
Element x y z (Å)
C 0.82 1.90 1.28  0.34
C 0.68 0.16 -1.10  0.29
C -1.36 1.31 2.19  0.62
C 1.42 1.12 -1.06  0.01
C -2.41 1.20 3.16  -0.76
C 2.12 2.05 -1.90  -0.64
C 0.60 -1.65 0.49  -0.58
C 0.53 -2.00 -1.98  -0.58
C -1.45 -0.93 -0.52  -0.60
C 0.02 -1.08 -0.91  -0.17
N 1.62 1.69 0.43  -0.27
N -0.41 1.55 1.55  -0.32
H -3.15 1.91 3.03  0.30
H -1.92 1.28 4.24  0.30
H -2.77 0.07 3.25  0.31
H 2.63 1.48 -2.67  0.24
H 2.83 2.62 -1.41  0.25
H 1.39 2.70 -2.34  0.24
H 0.16 -1.26 1.37  0.20
H 0.41 -2.72 0.39  0.23
H 1.71 -1.65 0.59  0.23
H 1.59 -2.08 -1.78  0.23
H 0.43 -1.62 -2.94  0.23
H 0.09 -2.97 -2.00  0.23
H -2.12 -0.43 -1.17  0.23
H -1.68 -0.70 0.52  0.20
H -1.78 -1.96 -0.71  0.23

Which of them is least stable? Easy: <x>.

<w>
This record from the OMol25 dataset describes a 2-piece molecular cluster, C3H5ClN2OS overall. The level of theory is ωB97M-V with the def2-TZVPD basis set.

Values from the calculation:
lowest unoccupied orbital energy = -0.498 eV
total charge = 0
gap between HOMO and LUMO = 0.3194 hartree

Last column: natural (NBO) charge in e.
Element x y z (Å)
C 1.84 0.72 -0.22  -0.45
N 0.60 0.07 0.24  -0.35
C 0.43 -1.23 0.32  -0.01
C 1.34 -2.22 -0.20  0.20
N 2.21 -2.86 -0.61  -0.25
H 2.58 -0.06 -0.35  0.19
H 1.64 1.31 -1.06  0.22
H 2.24 1.38 0.53  0.22
H -0.48 -1.47 0.89  0.23
O -2.09 -0.52 -0.88  -0.83
S -2.52 -0.29 0.62  0.56
Cl -4.59 -0.07 0.32  -0.21
H -1.56 0.16 -1.15  0.49

<x>
This record from the OMol25 dataset describes one molecule with the formula C3H5ClN2OS. The level of theory is ωB97M-V with the def2-TZVPD basis set.

Values from the calculation:
lowest unoccupied orbital energy = 0.478 eV
total charge = 0
gap between HOMO and LUMO = 0.3553 hartree

Last column: natural (NBO) charge in e.
Element x y z (Å)
N 1.48 -0.01 -0.90  -0.83
C 1.10 0.85 0.05  0.75
O 1.85 1.78 0.48  -0.64
N -0.14 0.71 0.44  -0.58
S -0.85 2.05 1.23  0.25
C -0.97 -0.33 0.15  -0.06
C -0.83 -1.62 0.02  -0.18
Cl -2.09 -2.53 -1.02  -0.07
H 2.46 -0.20 -1.45  0.43
H 0.85 -0.19 -1.56  0.38
H -0.87 1.55 2.45  0.11
H -1.91 0.21 -0.38  0.21
H -0.07 -2.27 0.48  0.24

Which of them is least stable? Easy: <w>.